Version a
{
  "formula": "Cl2H4OSi2",
  "method": "the ωB97M-V functional and the def2-TZVPD basis",
  "orbital_gap_ev": 8.61,
  "total_charge": 0,
  "species": ["Cl", "Cl", "Si", "Si", "O", "H", "H", "H", "H"],
  "coordinates": [[-3.105, -1.590, 0.506], [-2.893, 1.683, 0.488], [0.443, 0.049, 0.823], [-2.177, 0.004, -0.415], [-2.482, -0.131, -2.001], [1.206, -0.914, 0.081], [-2.737, 0.693, -2.563], [0.373, 1.471, 0.743], [0.431, -0.365, 2.295]],
  "mulliken_charge": [-0.24, -0.24, 0.30, 0.44, -0.43, -0.06, 0.35, -0.07, -0.05]
}



Version b
{
  "formula": "Cl2H4OSi2",
  "method": "the ωB97M-V functional and the def2-TZVPD basis",
  "orbital_gap_ev": 10.01,
  "total_charge": 0,
  "smiles": "O[Si]([SiH3])(Cl)Cl",
  "species": ["Cl", "Cl", "Si", "Si", "O", "H", "H", "H", "H"],
  "coordinates": [[0.484, -0.367, -3.612], [-2.178, 1.071, -2.228], [-0.447, -0.708, 0.416], [-0.258, 0.527, -1.958], [0.399, 2.092, -1.958], [1.346, 2.073, -2.077], [0.698, -1.036, 1.319], [-1.015, 0.365, 1.122], [-0.892, -1.959, 0.091]],
  "mulliken_charge": [-0.23, -0.22, 0.40, 0.50, -0.46, 0.29, -0.11, -0.07, -0.10]
}



version b wins, 38.0 kJ/mol ahead of the next structure.



Version a
{
  "formula": "C3H7O2S",
  "method": "the ωB97M-V functional and the def2-TZVPD basis",
  "orbital_gap_ev": 6.82,
  "total_charge": -1,
  "species": ["S", "O", "O", "C", "C", "C", "H", "H", "H", "H", "H", "H", "H"],
  "coordinates": [[-0.079, -1.507, -1.107], [-0.076, 0.029, 2.821], [-2.551, 0.504, -1.013], [0.004, -0.247, 1.682], [0.803, 0.040, -0.841], [1.163, 0.302, 0.702], [-2.555, -0.471, -0.752], [-1.725, 0.533, -1.668], [1.384, 1.315, 1.029], [1.730, -0.106, -1.427], [2.158, -0.168, 0.717], [0.281, 0.834, -1.324], [-0.537, -1.059, 1.180]],
  "mulliken_charge": [-0.71, -0.50, -0.68, 0.16, -0.58, -0.55, 0.32, 0.31, 0.31, 0.24, 0.20, 0.20, 0.28]
}



Version b
{
  "formula": "C3H7O2S",
  "method": "the ωB97M-V functional and the def2-TZVPD basis",
  "orbital_gap_ev": 7.27,
  "total_charge": -1,
  "species": ["S", "O", "O", "C", "C", "C", "H", "H", "H", "H", "H", "H", "H"],
  "coordinates": [[1.189, -1.342, -0.055], [-1.316, 0.275, 0.088], [-1.612, 2.403, 0.666], [1.109, -3.151, 0.177], [0.154, 1.892, -0.886], [-0.978, 1.576, 0.070], [1.121, 1.492, -0.589], [0.209, 2.978, -0.976], [0.076, -3.486, 0.073], [1.719, -3.696, -0.548], [1.506, -3.392, 1.166], [-0.073, 1.378, -1.818], [-0.481, -0.386, 0.037]],
  "mulliken_charge": [-0.59, -0.45, -0.60, -0.73, -0.92, 0.68, 0.26, 0.28, 0.20, 0.21, 0.20, 0.31, 0.15]
}



version b wins, 159.7 kJ/mol ahead of the next structure.



Version a
{
  "formula": "C3H7O2S",
  "method": "the ωB97M-V functional and the def2-TZVPD basis",
  "orbital_gap_ev": 6.79,
  "total_charge": -1,
  "species": ["S", "O", "O", "C", "C", "C", "H", "H", "H", "H", "H", "H", "H"],
  "coordinates": [[1.384, -1.431, 2.306], [-1.490, 2.041, -3.170], [0.503, 1.443, -2.293], [-0.186, -0.666, 1.766], [-0.999, -1.573, 0.830], [-0.604, 2.045, -2.308], [-0.753, -1.355, -0.205], [2.183, -0.443, 1.891], [0.078, 0.242, 1.238], [-0.745, -0.353, 2.642], [-0.750, 2.654, -1.366], [-0.686, -2.602, 0.985], [-2.062, -1.467, 1.001]],
  "mulliken_charge": [-0.28, -0.63, -0.66, -0.32, -0.95, 0.06, 0.25, 0.13, 0.25, 0.30, 0.24, 0.33, 0.28]
}



Version b
{
  "formula": "C3H7O2S",
  "method": "the ωB97M-V functional and the def2-TZVPD basis",
  "orbital_gap_ev": 7.01,
  "total_charge": -1,
  "species": ["S", "O", "O", "C", "C", "C", "H", "H", "H", "H", "H", "H", "H"],
  "coordinates": [[1.569, 0.188, 1.921], [-2.085, -0.087, -0.565], [-2.311, -0.112, -2.857], [1.866, -0.976, 0.351], [-2.513, -0.463, -1.674], [0.414, 1.366, 1.090], [0.567, 1.292, 0.005], [1.608, -1.983, 0.685], [1.196, -0.543, -0.376], [2.952, -0.895, 0.261], [-3.301, -1.258, -1.478], [-0.624, 1.090, 1.211], [0.662, 2.380, 1.427]],
  "mulliken_charge": [-0.16, -0.54, -0.63, -0.65, -0.09, -0.71, 0.23, 0.23, 0.24, 0.23, 0.28, 0.27, 0.31]
}



version a wins, 31.9 kJ/mol ahead of the next structure.



Version a
{
  "formula": "C2H12NO3",
  "method": "the ωB97M-V functional and the def2-TZVPD basis",
  "orbital_gap_ev": 11.36,
  "total_charge": 1,
  "species": ["O", "O", "O", "N", "C", "C", "H", "H", "H", "H", "H", "H", "H", "H", "H", "H", "H", "H"],
  "coordinates": [[0.316, -1.440, -2.828], [-1.631, -1.066, 0.132], [2.473, -1.191, 1.098], [-0.695, 1.287, 1.217], [-0.492, 2.197, 0.036], [-0.127, 0.166, 1.316], [0.754, -1.116, -3.621], [-2.448, -1.113, 0.654], [-1.251, 1.682, 2.072], [3.265, -1.014, 1.641], [0.023, 1.530, -0.670], [0.512, -0.244, 0.514], [-0.074, -0.539, 2.105], [2.900, -1.243, 0.216], [-1.432, 2.525, -0.404], [-0.440, -1.963, -3.166], [-1.622, -1.655, -0.619], [-0.032, 3.196, 0.308]],
  "mulliken_charge": [-0.62, -0.53, -0.64, -0.03, -0.59, -0.09, 0.31, 0.31, 0.33, 0.32, 0.25, 0.05, 0.43, 0.32, 0.29, 0.32, 0.28, 0.29]
}



Version b
{
  "formula": "C2H12NO3",
  "method": "the ωB97M-V functional and the def2-TZVPD basis",
  "orbital_gap_ev": 11.71,
  "total_charge": 1,
  "species": ["O", "O", "O", "N", "C", "C", "H", "H", "H", "H", "H", "H", "H", "H", "H", "H", "H", "H"],
  "coordinates": [[1.765, -0.968, -2.035], [-0.234, -1.616, 1.741], [0.795, 2.509, -1.403], [0.218, 0.164, 0.033], [-1.433, -0.867, 1.544], [-1.029, 0.394, 0.791], [-1.959, -0.725, 2.493], [0.226, 3.159, -1.031], [-1.828, 0.563, 0.074], [-0.364, -2.340, 2.339], [0.074, -0.669, -0.512], [0.588, 0.901, -0.590], [-0.950, 1.213, 1.498], [2.715, -1.142, -2.122], [-2.158, -1.490, 0.994], [1.353, -1.814, -2.260], [1.222, 2.817, -2.210], [1.000, -0.086, 0.655]],
  "mulliken_charge": [-0.64, -0.53, -0.66, -0.24, -0.45, -0.51, 0.37, 0.30, 0.33, 0.32, 0.37, 0.30, 0.38, 0.32, 0.32, 0.33, 0.31, 0.39]
}



Version c
{
  "formula": "C2H12NO3",
  "method": "the ωB97M-V functional and the def2-TZVPD basis",
  "orbital_gap_ev": 11.91,
  "total_charge": 1,
  "species": ["O", "O", "O", "N", "C", "C", "H", "H", "H", "H", "H", "H", "H", "H", "H", "H", "H", "H"],
  "coordinates": [[-1.567, 1.812, -1.672], [-2.134, -1.977, -0.756], [2.145, -0.687, 0.143], [-0.250, 0.230, 0.178], [1.924, -0.044, 1.377], [0.665, 0.815, 1.219], [3.038, -1.037, 0.067], [-1.829, 1.456, -2.528], [-0.492, 0.858, -0.608], [-3.060, -2.050, -0.488], [1.871, -0.729, 2.239], [2.739, 0.645, 1.643], [0.926, 1.823, 0.927], [-1.755, -2.795, -0.382], [0.290, -0.557, -0.229], [0.121, 0.834, 2.164], [-1.042, -0.321, 0.517], [-2.173, 2.526, -1.450]],
  "mulliken_charge": [-0.67, -0.67, -0.55, -0.22, -0.33, -0.49, 0.33, 0.32, 0.30, 0.34, 0.32, 0.32, 0.30, 0.34, 0.37, 0.33, 0.36, 0.30]
}



Version d
{
  "formula": "C2H12NO3",
  "method": "the ωB97M-V functional and the def2-TZVPD basis",
  "orbital_gap_ev": 11.88,
  "total_charge": 1,
  "species": ["O", "O", "O", "N", "C", "C", "H", "H", "H", "H", "H", "H", "H", "H", "H", "H", "H", "H"],
  "coordinates": [[1.586, -1.323, -1.619], [-1.767, -1.784, -2.272], [-0.642, 1.005, 2.416], [-0.053, -0.116, 0.053], [0.196, 1.872, 1.673], [0.764, 1.065, 0.475], [-2.299, -1.292, -2.885], [1.848, -1.431, -2.536], [-0.406, 1.040, 3.345], [1.123, 2.076, 2.206], [-1.761, -2.729, -2.382], [1.713, 0.670, 0.836], [-0.718, 0.317, -0.591], [0.561, -0.741, -0.540], [-0.607, -0.397, 0.864], [-0.311, 2.779, 1.357], [0.985, 1.777, -0.351], [1.314, -2.192, -1.315]],
  "mulliken_charge": [-0.68, -0.60, -0.53, -0.18, -0.28, -0.59, 0.31, 0.32, 0.32, 0.32, 0.31, 0.37, 0.33, 0.30, 0.35, 0.29, 0.34, 0.30]
}



version c wins, 7.2 kJ/mol ahead of the next structure.